1.
Computed, not measured: a structure of composition C33H27N7O4SSn in a non-equilibrium geometry, with ωB97M-V with the def2-TZVPD basis set.

CARTESIAN COORDINATES (ANGSTROEM)
Sn: -1.492 0.313 -0.076
C: -4.559 -0.303 1.666
C: -3.877 -1.623 1.586
C: -4.296 -2.698 2.373
C: -3.644 -3.909 2.265
C: -2.631 -4.041 1.325
C: -2.286 -2.939 0.551
N: -2.873 -1.746 0.728
C: -1.350 -3.030 -0.582
C: -0.929 -4.256 -1.096
C: -0.208 -4.267 -2.277
C: 0.040 -3.074 -2.931
C: -0.386 -1.882 -2.345
N: -1.028 -1.882 -1.179
C: -0.263 -0.594 -3.047
C: 0.603 -0.414 -4.119
C: 0.550 0.775 -4.835
C: -0.372 1.734 -4.468
C: -1.190 1.499 -3.361
C: -2.202 2.506 -2.935
N: -1.115 0.369 -2.667
H: -5.621 -0.430 1.859
H: -4.144 0.289 2.481
H: -4.425 0.251 0.735
H: -5.124 -2.573 3.052
H: -3.932 -4.750 2.877
H: -2.134 -4.989 1.209
H: -1.189 -5.186 -0.620
H: 0.112 -5.202 -2.710
H: 0.514 -3.075 -3.897
H: 1.310 -1.178 -4.401
H: 1.203 0.932 -5.679
H: -0.469 2.656 -5.020
H: -2.780 2.840 -3.794
H: -2.875 2.076 -2.189
H: -1.704 3.378 -2.511
O: 6.428 -0.004 -0.564
C: 7.030 0.904 -0.947
O: 7.589 1.816 -1.330
C: 4.339 -0.249 -0.764
C: 3.890 -1.433 -0.301
C: 2.487 -1.497 -0.182
N: 1.748 -0.458 -0.478
C: 2.272 0.635 -0.923
C: 3.660 0.841 -1.122
C: 1.350 1.910 -1.241
O: 1.788 2.679 -2.049
O: 0.325 1.905 -0.547
H: 4.510 -2.273 -0.042
H: 1.998 -2.399 0.156
H: 3.996 1.779 -1.534
C: -0.976 5.162 1.415
N: -0.070 4.094 1.742
C: 1.286 4.203 1.868
C: 1.766 2.994 2.228
N: 0.697 2.126 2.297
C: -0.432 2.820 1.972
S: -2.009 2.251 1.934
C: 0.782 0.800 2.739
C: 1.557 0.510 3.861
C: 1.638 -0.803 4.285
C: 0.951 -1.778 3.576
C: 0.205 -1.392 2.480
N: 0.117 -0.132 2.063
H: -0.571 6.104 1.781
H: -1.940 4.972 1.886
H: -1.120 5.225 0.335
H: 1.803 5.124 1.694
H: 2.770 2.674 2.413
H: 2.055 1.302 4.399
H: 2.214 -1.060 5.160
H: 0.984 -2.813 3.875
H: -0.351 -2.114 1.896

total charge: +2
total energy: -69933.05506 eV
frontier orbital gap: 4.214 eV

=====

2.
Computed, not measured: a structure of composition C33H28AsCoN3S3 in a non-equilibrium geometry, with ωB97M-V with the def2-TZVPD basis set.

CARTESIAN COORDINATES (ANGSTROEM)
Co: -0.015 0.193 0.052
S: -2.448 -2.286 2.796
C: -2.161 -3.364 1.464
C: -2.608 -4.669 1.287
C: -2.263 -5.322 0.120
C: -1.483 -4.687 -0.853
C: -1.036 -3.394 -0.675
C: -1.378 -2.722 0.498
N: -1.031 -1.425 0.835
C: -1.539 -1.061 1.979
C: -1.354 0.290 2.462
C: -1.942 0.767 3.635
C: -1.735 2.079 4.015
C: -0.950 2.911 3.224
C: -0.375 2.441 2.047
C: -0.575 1.131 1.661
H: -3.215 -5.151 2.041
H: -2.598 -6.337 -0.045
H: -1.223 -5.225 -1.756
H: -0.405 -2.907 -1.408
H: -2.567 0.114 4.235
H: -2.186 2.461 4.922
H: -0.785 3.940 3.517
H: 0.226 3.107 1.441
S: 1.418 1.454 -1.087
C: 2.952 1.583 -0.228
C: 3.799 2.645 -0.535
C: 4.999 2.795 0.144
C: 5.361 1.895 1.136
C: 4.529 0.826 1.430
C: 3.337 0.654 0.736
As: 2.086 -0.771 1.086
C: 2.908 -1.691 2.581
C: 4.010 -2.515 2.372
C: 4.620 -3.130 3.455
C: 4.131 -2.926 4.740
C: 3.037 -2.100 4.947
C: 2.422 -1.482 3.867
C: 2.456 -2.056 -0.337
C: 2.076 -3.380 -0.122
C: 2.270 -4.335 -1.109
C: 2.839 -3.971 -2.322
C: 3.223 -2.653 -2.540
C: 3.033 -1.698 -1.550
H: 3.499 3.357 -1.294
H: 5.649 3.627 -0.096
H: 6.286 2.028 1.680
H: 4.809 0.117 2.199
H: 4.395 -2.669 1.372
H: 5.479 -3.767 3.293
H: 4.606 -3.417 5.579
H: 2.662 -1.936 5.949
H: 1.567 -0.834 4.025
H: 1.640 -3.670 0.828
H: 1.980 -5.362 -0.929
H: 3.001 -4.718 -3.089
H: 3.690 -2.367 -3.474
H: 3.352 -0.678 -1.720
C: -1.156 -2.023 -4.272
N: -1.616 -1.262 -3.122
C: -1.231 -0.032 -2.821
N: -0.442 0.621 -3.661
S: -1.821 0.718 -1.377
H: -1.531 -3.038 -4.185
H: -0.064 -2.063 -4.294
H: -1.523 -1.597 -5.208
H: -2.261 -1.688 -2.476
H: -0.109 0.212 -4.519
H: -0.118 1.539 -3.403

total charge: +1
total energy: -170113.10396 eV
relative energy (zero: lowest compared OMol25 entry of this formula, charge and spin): 26.2 kJ/mol
frontier orbital gap (spin up / spin down): 7.094 / 7.090 eV

=====

3.
Computed, not measured: a structure of composition C33H28Br2F2N6O2STi in a non-equilibrium geometry, with ωB97M-V with the def2-TZVPD basis set.

CARTESIAN COORDINATES (ANGSTROEM)
Ti: -0.028 -0.053 0.739
N: 4.664 1.109 0.480
C: 3.525 0.413 0.115
S: 2.240 0.635 1.325
N: 3.583 -0.264 -0.951
N: 2.912 -1.272 -1.482
C: 2.147 -1.128 -2.486
C: 1.624 0.172 -2.942
C: 1.978 0.780 -4.137
C: 1.473 2.028 -4.469
C: 0.626 2.682 -3.587
C: 0.281 2.095 -2.382
C: 0.759 0.827 -2.053
O: 0.366 0.220 -0.923
H: 4.514 1.939 1.028
H: 5.377 1.162 -0.229
H: 1.847 -2.042 -2.988
H: 2.672 0.276 -4.799
H: 1.739 2.484 -5.413
H: 0.235 3.661 -3.833
H: -0.372 2.596 -1.675
F: -1.069 -0.681 5.883
C: -0.365 -1.148 4.828
C: -0.849 -0.917 3.555
C: -0.141 -1.307 2.416
C: 1.053 -2.034 2.651
C: 1.501 -2.256 3.946
F: 2.630 -2.957 4.170
C: 0.829 -1.790 5.060
C: 1.698 -2.715 1.503
C: 3.037 -3.104 1.472
C: 3.450 -3.991 0.495
C: 2.520 -4.478 -0.411
C: 1.240 -3.955 -0.366
N: 0.837 -3.071 0.539
H: -1.811 -0.427 3.483
H: 1.218 -1.930 6.058
H: 3.740 -2.724 2.197
H: 4.483 -4.309 0.453
H: 2.794 -5.223 -1.145
H: 0.483 -4.269 -1.078
Br: -5.645 2.921 -0.303
C: -4.380 1.519 -0.182
C: -4.180 0.861 1.016
C: -3.185 -0.100 1.052
N: -2.458 -0.460 0.000
C: -2.761 0.087 -1.191
C: -3.687 1.120 -1.309
C: -2.221 -0.583 -2.408
C: -2.365 -0.032 -3.681
C: -1.964 -0.786 -4.768
Br: -2.151 -0.083 -6.515
C: -1.446 -2.053 -4.581
C: -1.317 -2.492 -3.271
N: -1.686 -1.788 -2.214
H: -4.769 1.100 1.890
H: -2.972 -0.633 1.969
H: -3.896 1.587 -2.259
H: -2.775 0.953 -3.838
H: -1.158 -2.677 -5.415
H: -0.913 -3.477 -3.065
C: -1.953 2.333 3.342
C: -0.922 2.500 2.219
C: -1.389 3.591 1.252
C: 0.417 2.888 2.843
O: -0.774 1.283 1.492
H: -2.224 3.309 3.741
H: -1.542 1.730 4.151
H: -2.849 1.850 2.958
H: -1.412 4.556 1.757
H: -2.390 3.369 0.879
H: -0.704 3.655 0.404
H: 0.298 3.766 3.479
H: 1.147 3.096 2.064
H: 0.789 2.058 3.445

total charge: 0
total energy: -227182.28482 eV
relative energy (zero: lowest compared OMol25 entry of this formula, charge and spin): 364.5 kJ/mol
frontier orbital gap: 6.922 eV

=====

4.
Computed, not measured: a structure of composition C33H28Cl2N5OSYb, with ωB97M-V with the def2-TZVPD basis set.

CARTESIAN COORDINATES (ANGSTROEM)
Yb: 0.590 0.140 -0.472
Cl: -3.721 0.701 5.573
C: -2.595 0.957 4.263
C: -1.260 1.266 4.546
C: -0.357 1.433 3.523
C: -0.727 1.274 2.168
O: 0.148 1.396 1.220
C: -2.090 0.983 1.907
C: -2.589 0.836 0.555
N: -1.870 0.600 -0.476
C: -2.477 0.498 -1.751
C: -3.727 -0.001 -1.984
C: -4.255 -0.051 -3.294
C: -3.520 0.391 -4.352
C: -2.206 0.877 -4.146
C: -1.376 1.318 -5.202
C: -0.114 1.744 -4.933
C: 0.349 1.704 -3.599
N: -0.390 1.311 -2.594
C: -1.673 0.910 -2.847
C: -3.008 0.850 2.963
H: -0.947 1.371 5.578
H: 0.678 1.679 3.728
H: -3.669 0.951 0.433
H: -4.316 -0.379 -1.156
H: -5.251 -0.450 -3.451
H: -3.920 0.359 -5.359
H: -1.758 1.305 -6.217
H: 0.556 2.078 -5.715
H: 1.367 1.985 -3.370
H: -4.048 0.632 2.742
C: 3.681 -0.488 4.470
N: 2.313 -0.986 4.414
C: 1.505 -1.246 5.509
C: 0.321 -1.651 5.047
N: 0.394 -1.650 3.648
C: 1.650 -1.218 3.252
S: 2.367 -0.995 1.760
C: -0.725 -1.969 2.821
C: -1.929 -2.353 3.409
C: -2.984 -2.693 2.584
C: -2.812 -2.659 1.209
C: -1.588 -2.237 0.729
N: -0.568 -1.874 1.517
H: 4.033 -0.576 5.494
H: 3.722 0.553 4.150
H: 4.314 -1.070 3.806
H: 1.852 -1.134 6.523
H: -0.549 -1.951 5.597
H: -2.063 -2.375 4.479
H: -3.930 -2.990 3.022
H: -3.604 -2.942 0.525
H: -1.398 -2.171 -0.337
C: 0.333 -1.794 -1.934
H: 0.957 -1.657 -2.829
H: -0.693 -1.922 -2.320
H: 0.618 -2.771 -1.520
Cl: 5.037 0.913 -6.459
C: 4.411 1.019 -4.828
C: 4.140 2.254 -4.270
C: 3.643 2.327 -2.973
C: 3.379 1.184 -2.204
C: 2.749 1.260 -0.865
C: 3.689 -0.046 -2.805
C: 4.198 -0.136 -4.092
H: 4.329 3.156 -4.842
H: 3.444 3.303 -2.540
H: 3.330 0.688 -0.137
H: 2.690 2.288 -0.506
H: 3.498 -0.960 -2.251
H: 4.417 -1.101 -4.533

multiplicity: 2
total charge: 0
total energy: -111585.41459 eV
expectation value of S²: 0.7509
relative energy (zero: lowest compared OMol25 entry of this formula, charge and spin): 0.0 kJ/mol
frontier orbital gap (spin up / spin down): 6.153 / 6.143 eV

=====

5.
Computed, not measured: a structure of composition C33H28ClN3OS2W in a non-equilibrium geometry, with ωB97M-V with the def2-TZVPD basis set.

CARTESIAN COORDINATES (ANGSTROEM)
W: 0.565 0.099 -0.587
C: 1.461 2.230 2.686
C: 0.191 1.617 3.283
C: 0.539 0.540 4.310
C: -0.753 1.131 2.206
C: -1.806 1.917 1.802
C: -2.749 1.474 0.858
C: -2.680 0.219 0.298
C: -3.770 -0.319 -0.588
C: -1.589 -0.597 0.668
C: -0.626 -0.147 1.591
H: 2.129 2.554 3.484
H: 1.238 3.095 2.059
H: 2.007 1.500 2.078
H: -0.346 2.413 3.802
H: 1.242 -0.189 3.903
H: -0.346 0.010 4.664
H: 1.018 0.998 5.175
H: -1.945 2.887 2.266
H: -3.588 2.116 0.609
H: -4.444 -0.959 -0.014
H: -3.371 -0.929 -1.400
H: -4.371 0.485 -1.012
H: -1.612 -1.647 0.388
H: 0.016 -0.871 2.070
Cl: -2.784 6.311 -2.756
C: -1.872 5.015 -2.092
C: -0.921 5.276 -1.103
C: -0.177 4.247 -0.553
C: -0.399 2.961 -1.002
O: 0.284 1.921 -0.465
C: -1.332 2.677 -1.989
C: -1.525 1.345 -2.491
N: -0.878 0.272 -2.166
C: -1.163 -0.938 -2.897
C: -2.044 -1.070 -3.937
C: -2.218 -2.311 -4.581
C: -1.496 -3.402 -4.193
C: -0.566 -3.288 -3.136
C: 0.242 -4.367 -2.711
C: 1.138 -4.177 -1.703
C: 1.232 -2.916 -1.102
N: 0.485 -1.880 -1.461
C: -0.413 -2.052 -2.490
C: -2.077 3.728 -2.540
H: -0.767 6.294 -0.771
H: 0.566 4.435 0.210
H: -2.289 1.259 -3.255
H: -2.625 -0.236 -4.303
H: -2.925 -2.384 -5.396
H: -1.614 -4.355 -4.692
H: 0.145 -5.330 -3.198
H: 1.782 -4.969 -1.351
H: 1.931 -2.764 -0.296
H: -2.802 3.534 -3.320
S: 2.695 0.630 -1.794
C: 3.235 -0.027 -0.310
N: 2.282 -0.615 0.427
C: 2.818 -1.321 1.525
C: 2.173 -2.218 2.370
C: 2.908 -2.824 3.374
C: 4.269 -2.559 3.533
C: 4.931 -1.713 2.662
C: 4.192 -1.116 1.650
S: 4.801 -0.132 0.337
H: 1.130 -2.468 2.238
H: 2.419 -3.519 4.044
H: 4.821 -3.041 4.328
H: 5.995 -1.539 2.755

total charge: +2
total energy: -77200.71219 eV
relative energy (zero: lowest compared OMol25 entry of this formula, charge and spin): 43.1 kJ/mol
frontier orbital gap (spin up / spin down): 6.120 / 6.108 eV

=====

6.
Computed, not measured: a structure of composition C33H28F2N4O3Os in a non-equilibrium geometry, with ωB97M-V with the def2-TZVPD basis set.

CARTESIAN COORDINATES (ANGSTROEM)
Os: 1.529 -0.694 0.808
F: -0.793 -5.203 2.995
C: 0.180 -4.297 2.965
C: 0.331 -3.519 1.835
C: 1.322 -2.540 1.801
C: 2.234 -2.468 2.893
C: 2.004 -3.250 4.019
F: 2.808 -3.144 5.084
C: 0.980 -4.163 4.083
C: 3.484 -1.742 2.631
C: 4.648 -1.800 3.381
C: 5.832 -1.348 2.825
C: 5.847 -0.863 1.521
C: 4.654 -0.737 0.867
N: 3.482 -1.105 1.424
H: -0.343 -3.704 1.010
H: 0.837 -4.778 4.964
H: 4.635 -2.233 4.369
H: 6.753 -1.411 3.394
H: 6.767 -0.586 1.026
H: 4.606 -0.347 -0.136
C: -3.475 -0.506 -3.279
O: -4.369 0.518 -2.808
C: -3.902 1.679 -2.289
C: -4.623 2.827 -2.603
C: -4.230 4.069 -2.140
C: -3.105 4.193 -1.330
C: -2.409 3.061 -0.974
C: -2.800 1.797 -1.443
N: -2.175 0.604 -0.929
C: -0.895 0.482 -0.635
N: -0.082 1.316 -1.397
C: 1.171 1.730 -1.157
C: 1.998 1.165 -0.160
C: 3.099 1.941 0.135
C: 3.465 3.133 -0.580
C: 2.732 3.597 -1.636
C: 1.562 2.911 -1.945
O: 0.718 3.255 -2.861
C: 0.915 4.492 -3.612
N: -0.423 -0.371 0.257
C: -1.445 -1.181 0.910
C: -1.684 -0.968 2.265
C: -2.677 -1.660 2.929
C: -3.462 -2.563 2.219
C: -3.221 -2.790 0.877
C: -2.196 -2.124 0.214
O: -2.070 -2.423 -1.108
C: -0.826 -2.366 -1.798
H: -3.982 -0.993 -4.103
H: -3.265 -1.246 -2.512
H: -2.543 -0.071 -3.645
H: -5.491 2.707 -3.242
H: -4.802 4.949 -2.411
H: -2.810 5.160 -0.939
H: -1.587 3.144 -0.267
H: -2.788 -0.100 -0.534
H: -0.574 1.859 -2.101
H: 3.746 1.654 0.951
H: 4.367 3.668 -0.299
H: 3.039 4.471 -2.193
H: 1.815 4.421 -4.218
H: 0.976 5.335 -2.928
H: 0.047 4.590 -4.249
H: -1.068 -0.242 2.787
H: -2.846 -1.494 3.987
H: -4.264 -3.097 2.716
H: -3.811 -3.505 0.312
H: -0.855 -3.151 -2.547
H: 0.013 -2.543 -1.139
H: -0.701 -1.404 -2.303

multiplicity: 5
total charge: +2
total energy: -54662.49108 eV
expectation value of S²: 6.0367
frontier orbital gap (spin up / spin down): 8.201 / 5.029 eV